C22H24NO4RuS as an isolated structure, computed with wB97M-V/def2-TZVPD.

Geometry as ORCA input:
```
! RIJCOSX wB97M-V def2-TZVPD def2/J DEFGRID3
* xyz -1 5
Ru 0.00000 0.00000 0.00000
C 1.81680 0.19850 1.48120
C 2.29070 -0.63420 0.44260
C 2.33040 0.11910 -0.73740
H 2.51290 -1.68090 0.53700
C 1.87200 1.42040 -0.45450
C 1.58550 1.47420 0.92850
H 1.24440 2.33840 1.46920
H 1.65800 -0.09820 2.50340
H 2.61050 -0.25300 -1.70740
H 1.77770 2.23190 -1.15630
C -2.15150 0.07830 1.08660
C -1.45450 1.23130 1.47180
C -1.23530 2.01480 0.31430
H -1.12320 1.46500 2.46950
C -1.78120 1.33440 -0.78630
C -2.34200 0.12530 -0.30640
H -2.78720 -0.65320 -0.89920
H -2.41240 -0.74470 1.72570
H -0.73020 2.96390 0.27460
H -1.79170 1.69260 -1.80030
O -0.08350 -0.98400 -1.99780
C -0.19910 -0.62570 -3.43880
C 0.49080 -1.94860 -3.80600
C 0.55000 0.63710 -3.76530
C -1.65180 -0.57050 -3.84570
C 0.40480 -2.31760 -2.33160
H 1.50570 -1.81930 -4.17220
H -0.06270 -2.58520 -4.49040
H -0.33090 -3.06830 -2.06170
H 1.33580 -2.53540 -1.81860
H 0.53600 0.80310 -4.84200
H 1.58580 0.58150 -3.44360
H 0.09030 1.49670 -3.28360
H -1.74910 -0.84810 -4.89500
H -2.06760 0.42520 -3.72190
H -2.24440 -1.26460 -3.25410
O -1.37980 1.06240 5.09700
S -0.52590 -0.20540 5.25740
O 0.93240 0.18720 5.54560
N -0.21860 -0.28440 3.53240
C -0.42410 -1.38970 2.90540
O -0.21860 -1.52700 1.52140
C -0.99560 -2.38870 3.81690
C -1.44880 -3.68150 3.54510
C -2.01890 -4.42730 4.59760
C -2.12810 -3.88160 5.88990
C -1.67000 -2.58850 6.14380
C -1.11350 -1.86440 5.09740
H -1.37900 -4.09400 2.54990
H -2.38760 -5.42610 4.41300
H -2.57270 -4.45340 6.69380
H -1.75440 -2.14970 7.13140
*
```

Its HOMO-LUMO gap (alpha / beta) is 3.100 / 6.461 eV. Its expectation value of S² is 6.05. The value obtained for the energy relative to the best compared isomer or geometry (same formula, charge and spin) is 0.0 kJ/mol.